No. 1
16
Properties=species:S:1:pos:R:3:forces:R:3:mulliken_charge:R:1 method="wB97M-V/def2-TZVPD" smiles="C[C@@]1(N)C(O)=NN1N" total_charge=0 homo_lumo_gap_ha=0.3418
C -1.0320 0.9441 0.0275 -0.79 -0.82 -0.20 0.0597
N -0.7792 -1.0265 -0.0904 1.03 0.85 1.56 0.1695
H 0.4504 -0.6923 2.2815 -0.13 0.03 -0.17 0.2565
H 1.3035 0.7164 2.0969 0.05 -0.15 -0.23 0.2303
H -2.3708 2.2633 0.1564 0.04 -0.04 -0.04 0.3799
C 0.1853 0.1946 0.4509 -0.15 -1.21 -1.55 1.0876
N 0.4655 0.2149 1.8357 -0.03 -0.23 0.91 -0.6312
H -0.8468 -2.7622 -1.0131 0.05 0.21 0.03 0.2617
H 1.9575 1.2223 -0.1916 0.05 0.04 -0.03 0.4619
O -1.4270 2.1772 0.3507 0.15 -0.08 -0.24 -0.4583
N -0.3298 -1.8919 -1.0802 0.35 0.19 -0.30 -0.5541
H -0.4207 -1.5022 -2.0192 -0.05 -0.04 0.21 0.2219
H 2.0395 -0.5493 -0.3311 -0.03 0.00 0.06 0.3102
C 1.3987 0.3239 -0.4555 -0.24 0.06 0.17 -1.3774
N -1.6957 -0.0222 -0.5195 -0.33 1.12 -0.11 -0.7841
H 1.1018 0.3898 -1.4989 0.01 0.06 -0.07 0.3658

***

No. 2
76
Properties=species:S:1:pos:R:3:forces:R:3:mulliken_charge:R:1 method="wB97M-V/def2-TZVPD" total_charge=-1 homo_lumo_gap_ha=0.2482
H 3.1265 -4.9376 -4.1085 0.04 0.00 -0.02 0.2963
S -0.3927 -2.2248 3.2979 0.06 -0.24 0.21 -0.4470
C 3.5090 1.1374 -4.4427 -0.01 -0.03 -0.01 -0.6674
H 4.4557 -3.6025 -2.5193 0.01 -0.03 -0.01 0.4178
H -0.6688 1.7005 4.4045 -0.15 0.04 -0.13 0.8716
N 2.9031 -2.5510 -1.7272 0.12 -0.02 -0.06 0.8371
H -0.7395 5.8428 3.2694 0.01 -0.01 0.00 0.3743
H -0.1808 4.8003 -0.8411 0.00 -0.01 -0.01 0.4668
H 1.8487 1.3973 -3.1045 0.03 0.00 -0.07 0.4977
H 3.2609 0.2607 -7.7032 0.00 0.01 0.01 0.3737
N -0.1114 1.5489 -0.5066 0.23 0.05 -0.12 0.1040
C -0.6250 2.4868 3.6611 -0.22 0.06 -0.12 -1.0308
H 2.6450 -1.9284 -4.4355 0.01 0.02 -0.02 -0.0410
C 2.7108 -3.9884 -3.7547 -0.03 0.04 0.01 0.9859
N 0.4228 -0.1431 6.4863 0.06 -0.10 0.02 0.3615
S -0.7306 -0.5624 -3.7104 -0.10 0.02 0.08 -0.1267
C -0.1752 -1.5000 4.8455 -0.09 0.18 -0.05 0.3446
H 4.9633 0.7969 -5.9878 -0.01 -0.01 0.00 0.3670
C -0.7158 3.8085 4.0064 -0.02 0.03 0.01 -0.3328
C -0.2602 0.8811 -4.7129 0.00 -0.03 0.04 -0.8615
C 3.3828 -3.7456 -2.4008 -0.03 -0.02 -0.09 -1.4655
C 2.7994 3.1593 7.5700 -0.01 0.01 0.00 -0.4400
C -0.4564 -0.8519 7.2305 -0.08 0.12 -0.06 0.2573
C 3.0557 -2.8894 -4.7550 0.00 0.02 0.02 -1.2056
H 3.2180 -4.5886 -1.7300 -0.02 0.00 0.03 0.4629
S -0.9736 -0.6435 8.8019 0.07 0.00 0.00 -0.4099
S -1.1116 -2.0906 6.2046 0.03 -0.01 0.02 -0.1762
H -0.5104 1.7498 -4.1064 -0.02 0.04 -0.06 0.2454
B 1.1772 -1.7174 2.1295 -0.59 0.15 -0.86 0.9259
F 1.6733 -2.9585 1.6719 -0.06 0.08 0.05 -0.3141
C -0.6127 0.0836 -2.0745 -0.01 -0.06 -0.16 0.3256
C 1.1996 -4.1517 -3.6170 -0.01 -0.05 0.02 -1.2889
C 1.6066 0.5435 -6.3670 -0.02 0.03 0.00 -0.5906
H 1.4266 0.3805 8.9396 -0.01 -0.03 0.01 0.3116
H 1.2263 1.7769 4.9044 0.21 -0.01 0.15 0.7232
H 2.8276 2.3092 9.5399 -0.01 0.00 -0.02 0.3572
H 4.2463 1.3525 -3.6789 -0.02 -0.01 -0.01 0.3919
C 2.9562 0.5188 -6.6959 0.01 -0.02 0.01 -0.5697
C -0.6600 4.7936 3.0162 0.00 0.02 0.02 -1.1476
H 0.8617 0.3065 -7.1197 0.02 0.00 0.01 0.3386
C -0.3147 2.7590 -0.1329 -0.08 0.21 -0.02 1.1371
N 2.9313 -0.5420 -1.0957 -0.07 0.19 -0.07 -0.3726
C -0.3939 3.0622 1.3016 0.01 0.05 0.08 0.2269
F 2.1606 -1.0102 2.8006 0.10 0.07 0.15 -0.3331
H 3.4123 4.0114 7.8372 0.00 -0.01 0.00 0.3681
C 1.5621 1.9147 5.9207 0.10 -0.09 0.07 -0.1997
C 1.1965 0.8721 -5.0793 0.05 0.02 0.00 0.4884
H 2.6001 3.7305 5.5072 -0.01 -0.01 0.00 0.3954
N 0.5581 -0.4857 5.1479 0.11 -0.01 0.06 -0.4422
H -1.6137 3.9208 -1.3763 -0.01 0.03 0.01 0.2713
C -0.5458 3.8310 -1.1651 -0.03 0.05 -0.02 -1.4514
C -0.4550 2.0613 2.3205 -0.02 0.01 -0.07 0.5672
C 3.9104 0.8174 -5.7343 0.00 -0.01 -0.01 -0.4724
N -0.1974 1.2783 -1.8730 -0.09 -0.15 0.12 -0.4472
C 2.4683 2.2088 8.5228 0.00 -0.02 0.03 -0.6452
N 1.8357 -1.1240 -0.5689 -0.11 0.00 0.25 0.1179
H -0.8281 4.0844 5.0488 0.00 -0.01 0.00 0.4699
S -1.0802 -1.0648 -0.8329 0.70 0.08 0.76 -0.5184
H 1.0993 -3.1177 -0.7074 0.02 0.01 0.05 0.6211
C 1.8289 -2.3745 -0.9651 0.02 -0.04 -0.10 -0.2730
C -0.5125 4.4075 1.7056 0.02 0.00 -0.02 -0.5862
Ir 0.5154 -0.2416 0.7059 0.03 -0.45 -0.28 0.1011
H 4.1359 -2.7712 -4.8662 -0.02 0.01 0.00 0.3914
C 2.3447 3.0029 6.2678 0.00 0.00 0.00 -0.7422
H -0.8952 0.8649 -5.5981 0.03 -0.01 -0.02 0.5433
O -0.3867 0.7648 2.1735 -0.11 -0.11 0.10 -0.6691
H 2.6342 -3.1186 -5.7354 0.00 0.01 0.02 0.4794
C 1.2185 0.9744 6.8902 0.00 0.05 -0.01 0.1840
N 3.5773 -1.3903 -1.7986 -0.03 -0.08 0.09 -0.6039
H 0.7261 -3.2223 -3.2932 0.00 0.00 -0.02 0.0745
H -0.0465 3.5558 -2.0901 -0.02 0.00 0.01 0.2543
C 1.6811 1.1141 8.1932 -0.01 -0.02 -0.03 -0.4494
C 2.1620 1.1666 -4.1167 0.05 -0.02 0.03 0.0309
H 0.7593 -4.4185 -4.5793 0.01 0.01 0.02 0.4369
H -0.4900 5.1868 0.9580 0.00 -0.02 0.01 0.1590
H 0.9407 -4.9367 -2.9011 0.01 0.02 -0.01 0.3652

***

No. 3
51
Properties=species:S:1:pos:R:3:forces:R:3:mulliken_charge:R:1 method="wB97M-V/def2-TZVPD" total_charge=0 homo_lumo_gap_ha=0.3170
H 0.6538 -2.4130 -2.7626 1.18 1.10 0.60 0.3418
H 0.2093 4.0092 -3.3457 8.78 -0.66 -8.26 0.9395
H -0.8923 5.0113 -2.7131 -0.98 1.34 -0.80 0.3392
H -3.3190 2.3823 -1.5746 -2.43 -2.16 -0.72 0.8091
C 1.4573 -1.6664 -2.3444 -2.00 -5.37 -14.42 -1.2094
O 2.9435 -2.6060 0.2939 -1.00 2.09 -1.20 -0.8937
O -0.8646 1.8817 1.4347 5.88 -1.03 6.66 -0.4539
H -1.2454 1.8977 -2.8290 0.55 1.33 -0.59 -0.0428
H -1.6474 -2.2544 4.0898 1.20 -1.38 -1.86 0.2759
C -1.5318 2.9970 -2.8765 -0.89 -2.40 2.67 -0.1907
H 2.6191 -0.3531 -0.5114 2.24 -0.76 0.24 0.6733
H 0.8921 3.0870 -1.4571 -1.63 0.03 0.51 -0.3306
H 3.2741 -5.0011 2.8059 -0.38 -1.37 -0.77 0.3365
C -0.9091 -1.1309 0.0738 -9.54 1.20 -2.87 -0.4010
O 1.1639 -4.3227 3.9280 1.16 -1.89 3.32 -0.5905
C -1.6230 1.9264 0.6164 -9.82 0.09 -9.54 0.6874
C 0.1116 3.9417 -1.3456 10.78 -1.26 -8.33 0.5349
N 2.1651 -3.3693 1.9479 -4.35 -9.17 16.84 0.0790
H -2.7368 0.2874 1.1433 -1.08 -0.62 1.03 0.5602
C 3.3242 -4.0019 2.4801 1.50 3.71 3.51 -1.0110
H -1.1426 4.9217 -0.1354 -0.10 -1.34 -0.70 0.2622
N 0.2991 -1.3206 -0.3129 0.62 2.23 -3.46 0.4360
H 1.8224 -1.1589 -3.3357 -0.05 -1.13 1.72 0.2920
H 3.5750 -3.5020 3.6009 -1.00 -0.94 -2.68 0.2576
H -2.1168 3.1551 -3.7173 -1.18 0.09 -1.79 0.4609
N -0.0939 -3.0311 2.7981 -5.54 5.59 -6.96 0.1273
H -2.9893 4.2131 -1.6143 0.94 -3.31 0.01 0.2362
C 2.0247 0.3513 -1.0028 -3.19 -0.13 -0.65 -1.3088
C 0.7454 -2.0439 0.6415 -2.54 -4.73 7.70 0.5058
C 0.9386 -0.7573 -1.6623 -6.44 13.21 10.50 0.7742
H 4.1302 -3.5925 1.9412 1.17 -0.67 -1.05 0.4225
H 0.0020 3.8971 0.8654 -2.31 -0.73 -3.67 0.2037
H 2.0762 -2.2033 -1.9100 6.49 -4.77 3.81 0.5199
H 1.5367 0.8558 -0.0565 0.61 -0.12 -2.47 0.1763
C -2.8631 0.9346 0.3104 0.63 -1.59 -0.17 -1.0880
C 0.9657 -3.5419 3.0830 9.26 -3.59 -2.30 0.5271
C -2.5298 3.0064 -1.6306 2.23 5.98 0.57 -1.0945
C -0.3779 -2.4191 1.5339 2.72 2.18 -2.36 0.0822
S -2.5049 -0.4114 -1.0512 2.75 0.94 2.11 -0.1165
C -0.7365 3.8617 -0.3763 -4.01 3.56 12.81 -1.2069
C 1.8965 -2.6346 1.0981 6.38 6.52 -14.94 0.8213
H -3.9458 1.2766 0.1170 2.02 -0.15 0.57 0.4250
C -0.4619 4.0507 -2.7617 -8.27 -0.17 9.41 -1.6093
C -1.1902 -3.1905 3.4948 -7.90 0.06 6.66 -1.2196
H -1.1748 -3.8701 4.3366 1.34 -0.27 0.25 0.4284
H 0.0208 -0.1324 -1.9983 1.59 -1.31 -0.04 -0.4736
N -1.5340 -1.8486 1.0466 3.85 0.30 0.89 -0.6762
H 1.0083 4.6307 -1.1803 -1.80 0.29 -0.08 0.4178
H 2.4436 0.9683 -1.8757 -0.39 -0.75 1.85 0.3145
N -1.8094 2.9158 -0.3423 2.70 1.30 -0.48 0.2563
H -2.0586 -3.6839 3.0421 0.29 0.65 -1.08 0.3929

***

The following energy relative to the best compared isomer or geometry (same formula, charge and spin) values (in kcal per mole) correspond, in order, to the records above: 85.80 25.78 417.58.
The following total energy values (in a.u.) correspond, in order, to the records above: -413.2793 -3955.8227 -1559.9194.